No. 1
ORCA calculation (ωB97M-V/def2-TZVPD) on a structure of composition C23H18CoN3O2PS6.

Geometry as ORCA input:
```
! RIJCOSX wB97M-V def2-TZVPD def2/J DEFGRID3
* xyz 1 1
Co -1.33 -1.20 -0.43
O -2.49 -0.97 2.85
C -1.47 -1.34 2.29
C -0.12 -1.00 2.83
C 0.09 -1.09 4.20
C 1.31 -0.75 4.74
C 2.33 -0.28 3.91
C 2.11 -0.16 2.55
C 0.89 -0.52 2.00
P 0.63 -0.32 0.22
C 2.04 -1.11 -0.60
C 3.25 -0.42 -0.74
C 4.34 -1.05 -1.33
C 4.23 -2.35 -1.79
C 3.03 -3.04 -1.66
C 1.94 -2.42 -1.06
C 0.83 1.46 -0.08
C 1.19 1.93 -1.34
C 1.19 3.29 -1.61
C 0.82 4.19 -0.62
C 0.45 3.73 0.63
C 0.46 2.37 0.91
H -0.72 -1.44 4.83
H 1.48 -0.84 5.80
H 3.29 0.00 4.33
H 2.91 0.22 1.92
H 3.35 0.60 -0.40
H 5.28 -0.51 -1.43
H 5.08 -2.83 -2.25
H 2.95 -4.05 -2.01
H 1.02 -2.97 -0.95
H 1.49 1.23 -2.12
H 1.50 3.65 -2.59
H 0.82 5.26 -0.83
H 0.17 4.43 1.41
H 0.17 2.02 1.89
S -1.87 4.27 -4.92
C -1.78 3.03 -3.92
S -2.51 3.02 -2.32
C -2.02 1.44 -1.83
C -1.21 0.70 -2.83
S -0.66 -0.81 -2.57
S -0.91 1.55 -4.30
S -2.43 0.78 -0.41
O -0.50 -2.58 0.53
N -1.63 -2.16 1.15
N -4.50 -1.87 0.83
C -4.54 -1.72 -0.48
N -5.66 -1.27 -1.04
S -3.22 -2.18 -1.49
H -5.25 -1.55 1.43
H -3.60 -2.07 1.27
H -6.49 -1.07 -0.51
H -5.71 -1.23 -2.05
*
```

Computed properties:
DFT total energy: -5315.04086 hartree
Lowest unoccupied orbital energy (spin up / spin down): -5.66 / -5.66 eV
Gap between HOMO and LUMO (spin up / spin down): 5.558 / 5.557 eV
Energy relative to the best compared isomer or geometry (same formula, charge and spin): 0.0 kcal per mole
E_HOMO (spin up / spin down): -11.214 / -11.213 eV
Largest force on an atom: 0.7 eV/Å

Let us look at the Mulliken charges, expressed in e, one per atom: number 1, Co, carries -0.030; number 2, O, carries -0.667; number 3, C, carries 0.298; number 4, C, carries 0.632; number 5, C, carries -0.513; number 6, C, carries -0.720; number 7, C, carries -0.747; number 8, C, carries -0.294; number 9, C, carries 0.004; number 10, P, carries 2.196; number 11, C, carries 0.747; number 12, C, carries -0.297; number 13, C, carries -0.961; number 14, C, carries -0.575; number 15, C, carries -0.892; number 16, C, carries -0.609; number 17, C, carries 0.575; number 18, C, carries -0.602; number 19, C, carries -0.968; number 20, C, carries -0.634; number 21, C, carries -0.779; number 22, C, carries -0.642; number 23, H, carries 0.514; number 24, H, carries 0.411; number 25, H, carries 0.461; number 26, H, carries 0.360; number 27, H, carries 0.414; number 28, H, carries 0.440; number 29, H, carries 0.420; number 30, H, carries 0.453; number 31, H, carries 0.315; number 32, H, carries 0.714; number 33, H, carries 0.513; number 34, H, carries 0.441; number 35, H, carries 0.469; number 36, H, carries 0.410; number 37, S, carries -0.068; number 38, C, carries 0.144; number 39, S, carries 0.080; number 40, C, carries 0.534; number 41, C, carries 0.200; number 42, S, carries -0.153; number 43, S, carries 0.053; number 44, S, carries -0.279; number 45, O, carries -0.537; number 46, N, carries -0.452; number 47, N, carries -0.263; number 48, C, carries 0.581; number 49, N, carries -0.395; number 50, S, carries -0.282; number 51, H, carries 0.222; number 52, H, carries 0.319; number 53, H, carries 0.202; number 54, H, carries 0.236

No. 2
ORCA calculation (ωB97M-V/def2-TZVPD) on a structure of composition C23H18EuN3O9S3.

Geometry as ORCA input:
```
! RIJCOSX wB97M-V def2-TZVPD def2/J DEFGRID3
* xyz -1 8
Eu -0.79 -0.63 0.70
O -1.19 -0.38 -1.46
C -1.54 0.77 -1.09
O -2.26 0.94 -0.08
C -0.99 2.03 -1.74
C -0.25 1.75 -3.06
C 0.04 3.11 -3.74
C 1.18 3.62 -2.85
C 1.35 2.45 -1.86
O 1.02 1.32 -2.64
C 0.20 2.51 -0.84
C 0.38 1.49 0.29
O -0.17 1.68 1.40
O 1.02 0.44 0.06
H -1.77 2.78 -1.81
H -0.72 0.99 -3.68
H -0.84 3.76 -3.76
H 0.38 2.94 -4.76
H 0.95 4.56 -2.34
H 2.09 3.76 -3.43
H 2.34 2.34 -1.42
H 0.02 3.49 -0.41
O 2.24 -0.20 3.89
C 1.09 -0.47 3.29
O 1.03 -1.17 2.29
C -0.12 0.11 3.90
C -0.16 0.81 5.11
C -1.39 1.28 5.54
C -2.53 1.03 4.79
C -2.40 0.32 3.60
N -1.22 -0.11 3.17
C -3.51 -0.08 2.66
O -4.76 0.24 2.97
O -3.25 -0.71 1.66
H 2.98 -0.60 3.40
H 0.75 0.96 5.67
H -1.46 1.85 6.46
H -3.49 1.40 5.13
H -4.85 0.68 3.83
S 0.63 -5.98 -2.12
C 0.02 -4.92 -1.02
S -0.96 -5.40 0.38
C -0.98 -3.73 0.92
N -0.35 -2.93 0.08
N 0.21 -3.59 -0.97
C 1.11 -2.84 -1.76
C 1.16 -2.94 -3.15
C 2.04 -2.14 -3.85
C 2.88 -1.26 -3.18
C 2.85 -1.19 -1.80
C 1.97 -1.98 -1.08
S -1.65 -3.17 2.35
H 0.51 -3.63 -3.67
H 2.08 -2.21 -4.92
H 3.56 -0.64 -3.75
H 3.52 -0.53 -1.28
H 1.97 -1.95 0.01
*
```

Computed properties:
DFT total energy: -3633.80890 hartree
⟨S²⟩: 15.771
Lowest unoccupied orbital energy (spin up / spin down): 2.50 / 2.49 eV
Gap between HOMO and LUMO (spin up / spin down): 4.767 / 7.138 eV
Energy relative to the best compared isomer or geometry (same formula, charge and spin): 9.9 kcal per mole
E_HOMO (spin up / spin down): -2.270 / -4.648 eV
Largest force on an atom: 6.2 eV/Å

Let us look at the Mulliken charges, expressed in e, one per atom: number 1, Eu, carries 0.035; number 2, O, carries -0.569; number 3, C, carries 0.567; number 4, O, carries -0.536; number 5, C, carries -0.354; number 6, C, carries -0.155; number 7, C, carries -0.961; number 8, C, carries -1.045; number 9, C, carries -0.153; number 10, O, carries -0.346; number 11, C, carries -0.006; number 12, C, carries 0.182; number 13, O, carries -0.633; number 14, O, carries -0.210; number 15, H, carries 0.628; number 16, H, carries 0.644; number 17, H, carries 0.380; number 18, H, carries 0.321; number 19, H, carries 0.379; number 20, H, carries 0.333; number 21, H, carries 0.683; number 22, H, carries 0.691; number 23, O, carries -0.542; number 24, C, carries 0.105; number 25, O, carries -0.438; number 26, C, carries 0.401; number 27, C, carries -0.754; number 28, C, carries -0.751; number 29, C, carries -1.067; number 30, C, carries 1.130; number 31, N, carries 0.368; number 32, C, carries 0.347; number 33, O, carries -0.533; number 34, O, carries -0.361; number 35, H, carries 0.350; number 36, H, carries 0.492; number 37, H, carries 0.404; number 38, H, carries 0.161; number 39, H, carries 0.289; number 40, S, carries -0.419; number 41, C, carries 0.257; number 42, S, carries -0.187; number 43, C, carries 0.400; number 44, N, carries -0.051; number 45, N, carries 0.047; number 46, C, carries -0.009; number 47, C, carries -0.529; number 48, C, carries -0.765; number 49, C, carries -0.570; number 50, C, carries -0.423; number 51, C, carries 0.066; number 52, S, carries -0.415; number 53, H, carries 0.453; number 54, H, carries 0.369; number 55, H, carries 0.403; number 56, H, carries 0.377; number 57, H, carries 0.520